[1]
This record from the OMol25 dataset describes 2 unconnected molecules or ions with the total composition C8H18ClP2. The level of theory is ωB97M-V/def2-TZVPD.

Element x y z (Å)
C1 -1.59399 -1.41286 -3.29406
C2 -1.79953 -2.19495 -2.19336
C3 0.66127 -0.31609 3.43391
C4 -0.82525 2.14185 -2.54830
C5 1.48181 -0.69122 2.16426
C6 1.63556 0.60098 1.32455
C7 0.41443 1.06651 0.49787
C8 0.26631 0.15758 -0.69029
P1 -1.39822 0.69117 -1.50519
P2 -3.10124 1.03378 -0.46503
Cl1 -2.99621 0.23644 1.34550
H1 -2.38769 -0.72764 -3.52084
H2 -0.70190 -1.62101 -3.88303
H3 -1.05924 -2.89415 -1.84852
H4 -2.78384 -2.23709 -1.70523
H5 1.26703 0.49251 4.00710
H6 0.37554 -1.15758 4.14349
H7 -0.21185 0.32570 3.19936
H8 -1.62229 2.77906 -2.72208
H9 -0.55809 1.92821 -3.56629
H10 -0.19654 2.70802 -1.74899
H11 2.52007 -1.01287 2.60248
H12 0.96395 -1.47075 1.45853
H13 2.44514 0.53587 0.67425
H14 1.81668 1.41639 2.01540
H15 0.72897 2.16244 0.13547
H16 -0.51689 1.07385 1.10664
H17 1.11589 0.29955 -1.38036
H18 0.15526 -0.86645 -0.43284

As for the energy above the lowest of the compared OMol25 structures with the same formula, charge and spin: 1.208 eV. For the HOMO energy, the calculation gives -12.9 eV. The net charge is +1. The value obtained for the largest force on an atom is 2.70 eV/Å. The total energy is -39678.2291 eV.

[2]
This record from the OMol25 dataset describes a molecular structure, C8H18CuN4OS. The level of theory is ωB97M-V/def2-TZVPD.

Element x y z (Å)
Cu1 0.51556 -1.59285 -0.17106
N1 1.16520 -2.72262 6.04552
C1 0.89770 -2.87488 4.74658
N2 0.09701 -3.88093 4.36448
N3 1.45200 -1.99956 3.91219
C2 1.18435 -2.15394 2.65128
N4 0.98625 -2.25616 1.51244
H1 0.78578 -3.32268 6.75450
H2 1.76137 -1.95772 6.31178
H3 -0.23502 -4.57124 5.01425
H4 -0.05128 -4.05415 3.38406
C3 -1.41134 0.79870 -4.19693
C4 -0.32921 1.84674 -3.97274
C5 1.00668 1.27194 -3.51642
S1 1.22316 0.66991 -1.84937
O1 0.23174 -0.51169 -1.71685
C6 0.58658 1.99839 -0.82906
C7 -0.92615 2.01256 -0.57303
C8 -1.31594 1.35572 0.74248
H5 -2.36119 1.26793 -4.44806
H6 -1.56135 0.17240 -3.31889
H7 -1.14052 0.14099 -5.02356
H8 -0.66428 2.61879 -3.27675
H9 -0.12427 2.37506 -4.90638
H10 1.82834 1.98544 -3.62340
H11 1.28493 0.39130 -4.10399
H12 0.94336 2.90418 -1.32573
H13 1.14150 1.92392 0.10853
H14 -1.46149 1.54426 -1.39679
H15 -1.23985 3.05813 -0.55931
H16 -1.12740 0.28015 0.73918
H17 -2.37838 1.49140 0.94330
H18 -0.76386 1.79052 1.57772

As for the energy above the lowest of the compared OMol25 structures with the same formula, charge and spin: 0.174 eV. For the HOMO energy, the calculation gives -12.3 eV. The net charge is +1. The value obtained for the largest force on an atom is 0.49 eV/Å. The total energy is -72066.0271 eV.